Record 1
Here is C35H75F2Hg2N5O10S2 as an isolated structure in a non-equilibrium geometry from OMol25. Energies are from ωB97M-V with the def2-TZVPD basis set.

The calculation puts the LUMO energy at -13.777 eV. As for the orbital gap: 0.0459 Ha. As for the total energy: -100839.4427 eV. As for the net charge: +4.

XYZ file:
```
131
C35H75F2Hg2N5O10S2 (ωB97M-V with the def2-TZVPD basis set)
Hg -4.66158 -1.26039 3.46725
Hg -1.02588 -8.36757 -0.74524
C 2.95162 5.00776 -0.84125
C 3.19576 6.34514 -0.07064
C 3.02210 6.27985 1.44334
C 3.91152 5.18634 2.15989
N 3.42581 4.78008 3.60550
C 4.21683 3.58477 4.17304
C 3.50636 2.32800 3.78244
C 2.09137 2.60724 3.93273
C 1.98303 4.09521 3.60408
C 3.48555 6.02026 4.52720
C 4.98226 6.52766 4.65652
C 5.04637 7.87046 5.34657
H 2.12692 4.39255 -0.48141
H 3.81120 4.33856 -0.80405
H 2.63690 5.23274 -1.86029
H 2.47297 7.07082 -0.44356
H 4.18225 6.70127 -0.36750
H 1.98606 6.08644 1.72137
H 3.19112 7.27887 1.84519
H 4.97679 5.41338 2.20189
H 3.83503 4.26748 1.57857
H 4.11661 3.71361 5.25075
H 5.24729 3.64351 3.82261
H 3.75095 1.55710 4.51318
H 3.69796 1.97291 2.76986
H 1.67005 2.41259 4.91899
H 1.45874 2.05742 3.23588
H 1.37966 4.71657 4.26587
H 1.64750 4.38159 2.60733
H 3.04955 5.71370 5.47800
H 2.90120 6.79475 4.03040
H 5.42827 6.71831 3.68040
H 5.56503 5.82349 5.25035
H 4.38730 8.55573 4.81353
H 6.08294 8.14652 5.15319
H 4.89342 7.97528 6.42068
N -1.81296 -1.72438 1.04297
S -1.38512 -0.97891 -0.24475
O -1.59570 -1.65737 -1.50739
O -0.37068 0.07021 -0.09661
F -2.67983 0.01573 -0.28055
S -0.50392 -2.70841 0.93597
O 0.82472 -2.10840 1.12159
O -0.71129 -3.84174 0.07172
F -0.73174 -3.42106 2.42452
N -0.35895 -2.95722 -9.45745
C 0.31876 -4.18274 -9.58872
C 0.77415 -4.48721 -8.34055
C 0.35516 -3.45084 -7.48072
C -0.32679 -2.46147 -8.18919
H -0.80149 -2.52994 -10.25851
H 0.44122 -4.77104 -10.48611
H 1.36573 -5.34523 -8.05728
H 0.51244 -3.38158 -6.41448
H -0.86242 -1.54920 -7.97177
N -4.40222 4.89533 -6.58404
C -4.68461 3.72277 -5.96416
C -3.48357 3.09747 -5.57450
C -2.45142 3.87934 -6.05746
C -3.04238 5.03109 -6.69718
H -5.09938 5.53409 -6.93907
H -5.66864 3.32030 -5.77414
H -3.42112 2.11735 -5.12521
H -1.38169 3.73479 -6.02329
H -2.68984 5.88763 -7.25256
N -8.66481 4.91693 -0.43786
C -8.66368 3.75758 -1.20944
C -9.97712 3.42818 -1.60007
C -10.77846 4.22964 -0.79470
C -9.96191 5.24898 -0.22685
H -7.84653 5.46087 -0.20407
H -7.72462 3.38744 -1.59359
H -10.29015 2.60056 -2.21930
H -11.84186 4.16475 -0.61757
H -10.21220 6.14883 0.31538
C 4.78381 -0.90488 -2.55349
C 5.09286 -2.39268 -2.90491
O 4.19132 -3.19281 -2.19410
H 3.87728 -0.49619 -2.99989
H 5.58510 -0.31455 -2.99794
H 4.75518 -0.64698 -1.49483
H 6.08361 -2.74366 -2.61626
H 4.83361 -2.51416 -3.95664
H 4.43744 -3.40332 -1.29038
C -2.81637 7.51255 -0.81445
C -3.08352 6.12136 -0.21215
O -3.87665 6.29120 0.93660
H -2.34932 7.37655 -1.78989
H -2.11680 8.06179 -0.18435
H -3.72371 8.10834 -0.91382
H -2.15826 5.61415 0.06122
H -3.43989 5.44986 -0.99330
H -4.09777 5.49046 1.41776
C 0.92197 -8.35176 5.18075
C 1.20274 -9.39126 4.10728
O 0.98493 -8.67888 2.94554
H 1.10396 -8.74541 6.18076
H -0.13140 -8.07383 5.14511
H 1.66046 -7.55053 5.15324
H 0.65941 -10.32601 4.24565
H 2.26573 -9.62261 4.17532
H 1.58760 -7.93823 3.04471
C -6.34783 -6.96278 -2.57893
C -5.03762 -6.09991 -2.42424
O -3.89630 -6.77853 -2.87127
H -7.22216 -6.37517 -2.29897
H -6.33672 -7.87430 -1.98135
H -6.40105 -7.23576 -3.63284
H -5.01456 -5.81327 -1.37286
H -5.04208 -5.20690 -3.04923
H -3.97844 -6.88365 -3.82196
C 1.82796 -4.13312 9.63832
C 0.82619 -3.68785 8.51175
O 0.22295 -2.52336 9.00594
H 2.58650 -3.38921 9.88186
H 2.39532 -4.92499 9.14928
H 1.31301 -4.52688 10.51460
H 0.11372 -4.47383 8.26133
H 1.38206 -3.43905 7.60775
H -0.32811 -2.16801 8.30477
C 4.28338 -9.59198 -2.87046
C 2.95178 -8.98980 -3.35712
O 2.50068 -7.96446 -2.45668
H 4.39111 -10.62601 -3.19797
H 4.42492 -9.67901 -1.79319
H 5.12136 -8.95959 -3.16367
H 2.17031 -9.73869 -3.22832
H 2.99015 -8.55478 -4.35581
H 3.07840 -7.20125 -2.38355
```

Record 2
Here is a 11-piece molecular cluster, C35H75N9O13 overall in a non-equilibrium geometry from OMol25. Energies are from ωB97M-V with the def2-TZVPD basis set.

The calculation puts the LUMO energy at -0.349 eV. As for the orbital gap: 0.3001 Ha. As for the total energy: -77543.6551 eV. As for the SMILES: O=C1CCCO1.O=C1CCCO1.CNC(C)=O.CNC(C)=O.CNC(C)=O.CNC(C)=O.CNC(C)=O.CNC(C)=O.CNC(C)=O.CNC(C)=O.CNC(C)=O.

XYZ file:
```
132
C35H75N9O13 (ωB97M-V with the def2-TZVPD basis set)
O -4.13853 -1.94687 -0.73958
C -5.04100 -2.11407 0.03652
C -6.55790 -2.00480 -0.20041
C -7.03173 -1.73693 1.24747
C -5.99590 -2.56714 2.03620
O -4.80345 -2.43549 1.31027
H -6.87344 -1.16661 -0.81519
H -6.82913 -2.94682 -0.67665
H -6.90695 -0.67974 1.48022
H -8.06494 -2.02317 1.42924
H -5.94833 -2.20401 3.06420
H -6.37862 -3.58554 2.15418
O -0.19857 7.10852 -1.13674
C 0.01311 5.99974 -0.73250
C 1.19436 5.08523 -1.04264
C 0.84047 3.79980 -0.29837
C -0.34162 4.14222 0.63220
O -0.75033 5.46248 0.23870
H 1.23131 4.87971 -2.11337
H 2.13620 5.56946 -0.79897
H 0.44428 3.01452 -0.93766
H 1.70473 3.43843 0.25700
H -1.18043 3.51764 0.32596
H -0.16291 3.95634 1.68809
C 2.52919 1.75411 -2.76423
N 1.80502 2.18037 -3.93567
C 1.26086 1.38656 -4.87788
C 0.50015 1.98961 -6.04582
O 1.49585 0.17693 -4.85411
H 2.92742 0.76074 -3.00100
H 1.96628 1.57628 -1.84902
H 3.45169 2.28518 -2.53372
H 1.83805 3.17496 -4.10019
H 0.83757 3.02481 -6.12545
H -0.57248 1.89658 -5.88449
H 0.74194 1.43480 -6.94628
C 7.35944 1.79094 2.09625
N 6.01921 1.74240 2.62292
C 5.61670 2.06214 3.88168
C 4.18542 1.69483 4.19573
O 6.32900 2.59726 4.72125
H 7.86382 0.82922 2.19022
H 8.07325 2.46121 2.58419
H 7.35494 2.21583 1.09312
H 5.40090 1.04868 2.21771
H 3.76370 1.32228 3.25390
H 3.57262 2.52446 4.53430
H 4.16623 0.85605 4.89120
C 1.43112 0.27012 0.75859
N 0.15651 0.36159 0.08985
C -0.02247 -0.26150 -1.09165
C -1.38071 -0.08827 -1.70901
O 0.83348 -1.02738 -1.53280
H 1.52736 -0.68328 1.29489
H 1.66627 1.03348 1.49669
H 2.25079 0.16634 0.04790
H -0.57770 0.88585 0.54190
H -1.27221 0.64483 -2.50813
H -2.14859 0.05650 -0.94975
H -1.67785 -1.05183 -2.12684
C 1.65743 -3.05371 7.48707
N 1.15879 -2.18520 6.42545
C 1.82989 -1.10545 5.96194
C 1.12636 -0.16627 4.99273
O 2.97773 -0.85047 6.29308
H 1.18136 -4.02480 7.44091
H 1.45915 -2.52821 8.42591
H 2.74432 -3.10600 7.48846
H 0.25579 -2.38046 6.03281
H 1.01051 0.84129 5.38041
H 0.18507 -0.60895 4.64941
H 1.70762 -0.07419 4.07383
C -3.96951 3.79929 1.39476
N -4.24118 2.44573 1.90984
C -3.29855 1.51565 2.18213
C -3.76821 0.21121 2.85729
O -2.09864 1.69544 2.01740
H -3.86721 3.68899 0.31881
H -3.10717 4.34339 1.77764
H -4.78871 4.43027 1.73409
H -5.17573 2.21576 2.19529
H -3.03903 0.02165 3.64061
H -3.66541 -0.57468 2.11114
H -4.74503 0.40191 3.29912
C -4.55111 0.74914 -2.77628
N -4.70316 2.04120 -3.40911
C -4.56347 2.23206 -4.74210
C -4.92827 3.60034 -5.25405
O -4.24933 1.34539 -5.52730
H -3.88940 0.07928 -3.32525
H -5.51410 0.23930 -2.76180
H -4.06809 0.81885 -1.80547
H -4.75321 2.90996 -2.90436
H -4.83716 3.69880 -6.32749
H -4.52125 4.39805 -4.62406
H -5.99380 3.77721 -5.04522
C 4.26368 -2.18471 -0.88049
N 3.84133 -2.44860 0.48224
C 4.17964 -1.68123 1.51110
C 3.67893 -2.15461 2.87833
O 4.83273 -0.63866 1.40242
H 5.29236 -2.49806 -1.04600
H 4.17929 -1.10959 -1.04714
H 3.56616 -2.59015 -1.61132
H 3.33354 -3.29088 0.72076
H 2.58799 -2.06986 2.87506
H 4.10535 -1.47993 3.61740
H 3.84985 -3.18938 3.17213
C -1.19571 -2.72833 2.07070
N -0.68078 -3.17440 0.78221
C 0.48440 -3.82492 0.56099
C 0.72836 -4.22649 -0.83691
O 1.32288 -4.05229 1.43872
H -1.07936 -3.49670 2.82727
H -2.22279 -2.39700 1.92157
H -0.68441 -1.79205 2.32409
H -1.24347 -2.94459 -0.01907
H -0.09970 -4.79274 -1.27887
H 1.49539 -4.99900 -0.85520
H 0.91577 -3.34469 -1.45283
C 3.33931 -3.08404 -5.55028
N 2.15579 -2.64223 -4.83072
C 1.32107 -3.59547 -4.36870
C -0.07806 -3.08421 -4.03042
O 1.58576 -4.78644 -4.37150
H 3.94139 -3.81260 -5.01623
H 4.04224 -2.24762 -5.64781
H 3.12090 -3.34987 -6.58502
H 1.86402 -1.69088 -5.00471
H -0.09412 -2.03548 -3.74970
H -0.51310 -3.67403 -3.21921
H -0.72742 -3.38569 -4.85495
```

Record 3
Here is a 11-piece molecular cluster, C35H77Br2N7O16 overall in a non-equilibrium geometry from OMol25. Energies are from ωB97M-V with the def2-TZVPD basis set.

The calculation puts the LUMO energy at 0.322 eV. As for the orbital gap: 0.3476 Ha. As for the total energy: -220814.8776 eV. As for the SMILES: CCOC(=O)OC.CCOC(=O)OC.CCOC(=O)OC.CN(C)C=O.CN(C)C=O.CN(C)C=O.CN(C)C=O.CN(C)C=O.CN(C)C=O.CN(C)C=O.BrCCBr.

XYZ file:
```
137
C35H77Br2N7O16 (ωB97M-V with the def2-TZVPD basis set)
C 3.71802 -7.96663 -7.78927
C 4.72425 -7.43130 -6.90470
O 4.69875 -7.88123 -5.56455
C 5.25225 -7.11383 -4.58788
O 6.02667 -6.23762 -4.76268
O 4.86290 -7.61884 -3.38338
C 5.28403 -6.92872 -2.19841
H 3.35792 -7.20329 -8.47901
H 2.81533 -8.18265 -7.21781
H 4.00432 -8.85897 -8.34594
H 4.71339 -6.34309 -6.96626
H 5.69488 -7.61522 -7.36530
H 4.74969 -7.27599 -1.31412
H 5.31252 -5.83919 -2.18376
H 6.31386 -7.22075 -1.99280
C -0.38520 -4.98451 -5.24468
C -1.72774 -5.69325 -5.08166
O -1.61520 -7.12891 -5.09772
C -1.16091 -7.71269 -3.99350
O -1.28482 -7.28839 -2.86941
O -0.46994 -8.87973 -4.29924
C 0.20695 -9.58473 -3.32137
H -0.40458 -3.90789 -5.07556
H 0.15287 -5.24201 -6.15697
H 0.47149 -5.37961 -4.69871
H -2.32279 -5.44774 -5.96129
H -2.37570 -5.37235 -4.26602
H 1.07805 -10.01916 -3.81184
H -0.41153 -10.40725 -2.96214
H 0.54856 -8.95425 -2.50046
C -12.98708 8.22080 8.30205
C -11.50534 8.37710 8.18465
O -11.03192 7.20910 7.56772
C -9.78125 7.11400 7.11381
O -8.82788 7.93202 7.16475
O -9.70003 5.90961 6.61281
C -8.40833 5.30102 6.24221
H -13.51713 8.15965 7.35158
H -13.36466 9.05288 8.89635
H -13.36866 7.35737 8.84700
H -11.19559 8.54597 9.21598
H -11.28747 9.22456 7.53470
H -7.61880 5.95692 5.87542
H -8.49874 4.66646 5.36058
H -8.05461 4.67597 7.06214
C 4.21584 -4.31622 9.33092
N 3.84077 -3.50775 8.14710
C 2.50135 -2.95351 8.16111
C 4.67849 -3.50386 7.10226
O 4.33524 -3.05757 5.98057
H 3.58165 -5.20153 9.37717
H 4.17145 -3.75886 10.26660
H 5.23183 -4.70677 9.27313
H 1.81575 -3.78221 8.33808
H 2.45261 -2.23800 8.98194
H 2.16023 -2.33850 7.32834
H 5.62128 -4.02347 7.33324
C -0.76173 7.40116 -5.08094
N -1.47262 7.52207 -6.37624
C -1.15178 6.60287 -7.55915
C -2.22260 8.59627 -6.63867
O -2.75465 8.83109 -7.68223
H 0.28124 7.70339 -5.17565
H -0.87956 6.37164 -4.74287
H -1.18391 8.04117 -4.30618
H -1.81463 6.71386 -8.41730
H -0.12149 6.69860 -7.90182
H -1.25789 5.57777 -7.20419
H -2.28415 9.28153 -5.77911
C 6.68900 6.31402 -3.74426
N 5.48321 5.39681 -3.65339
C 4.91221 5.43002 -2.33899
C 5.09807 4.71181 -4.74896
O 4.19290 3.88619 -4.82945
H 7.47619 6.06801 -3.03158
H 6.28070 7.31066 -3.57660
H 7.05477 6.31777 -4.77105
H 4.48170 6.38949 -2.05233
H 4.02630 4.80822 -2.21001
H 5.63905 5.14260 -1.57926
H 5.66207 4.81913 -5.68843
C -9.37396 -4.11218 -0.33816
N -9.38684 -3.80174 1.12194
C -8.55172 -4.73402 1.82623
C -9.65207 -2.51244 1.67566
O -10.10866 -1.58596 1.01211
H -10.15367 -3.60685 -0.90806
H -9.56696 -5.16451 -0.54661
H -8.38903 -3.90407 -0.75613
H -9.01763 -5.71426 1.92699
H -7.54154 -4.98129 1.49989
H -8.36911 -4.29336 2.80632
H -9.42230 -2.46974 2.75157
C -2.24778 10.76166 4.52333
N -1.97939 9.66618 3.54778
C -0.61578 9.41855 3.35645
C -2.97014 9.03347 2.82569
O -2.80642 8.03629 2.11348
H -3.18390 11.28765 4.33594
H -1.49762 11.55160 4.48660
H -2.36141 10.39402 5.54314
H -0.13417 10.35015 3.05933
H -0.23736 8.88998 4.23139
H -0.42216 8.61657 2.64410
H -3.95096 9.48640 3.03793
C 0.88306 -0.87417 0.48293
N -0.27005 -0.40036 1.26180
C -0.46224 1.05958 1.33322
C -0.98420 -1.21986 2.03571
O -1.77996 -0.85499 2.92297
H 1.16477 -1.87585 0.80755
H 1.72854 -0.25339 0.77943
H 0.59143 -0.65247 -0.54367
H 0.22022 1.47256 2.07605
H -0.24329 1.48659 0.35454
H -1.48319 1.34211 1.59001
H -0.87115 -2.24422 1.64828
C 9.78980 -0.28128 -6.08073
N 10.32462 0.18732 -4.73994
C 11.63585 0.82499 -4.83147
C 9.47550 0.22194 -3.67211
O 9.78435 0.73154 -2.56552
H 9.03400 -1.05327 -5.93613
H 10.63810 -0.42907 -6.74904
H 9.22657 0.55018 -6.50445
H 11.91616 0.95704 -5.87650
H 11.62482 1.78738 -4.31981
H 12.48370 0.26136 -4.44213
H 8.52083 -0.28828 -3.87331
Br 3.57916 -9.91292 5.67749
C 1.63302 -10.13239 5.37201
C 0.97541 -8.79126 4.92321
Br -1.03454 -8.89580 5.15490
H 1.33222 -10.46692 6.36484
H 1.49900 -10.92471 4.63556
H 1.06146 -8.48709 3.88004
H 1.28673 -7.98756 5.59047
```

What is the total energy in the first record? -100839.4427 eV

Which of these has the lowest orbital gap? C35H75F2Hg2N5O10S2

Which of these has the highest orbital gap? C35H77Br2N7O16